Record 1
# C29H59IrN5SSi6Te

A structure of composition C29H59IrN5SSi6Te (wB97M-V/def2-TZVPD, OMol25).

Atoms and positions in Å:
Ir 1.80165 -0.99750 0.35538
C 5.40490 1.30101 0.14691
C 4.11573 0.65569 -0.12486
N 3.29624 0.22174 0.82795
N 3.48973 0.40353 2.20474
C 2.82146 -0.34561 3.06372
N 3.29559 -0.50476 4.33855
S 1.39342 -1.23117 2.56669
C 3.60094 0.46724 -1.40817
C 4.17414 1.06454 -2.51040
C 3.56619 0.96077 -3.75395
C 2.23538 0.44852 -3.77009
C 1.63420 -0.02290 -2.56522
N 2.38938 -0.13239 -1.47486
H 6.12379 0.79808 -0.53692
H 5.72164 1.17043 1.21541
H 5.39477 2.34966 -0.14075
H 4.03917 1.23387 2.48290
H 4.19763 -0.05533 4.65329
H 3.00312 -1.35417 4.81377
H 5.21434 1.39747 -2.42840
H 4.01948 1.26770 -4.68648
H 1.78503 0.20663 -4.71154
H 0.59340 -0.33059 -2.59169
C 0.24059 -3.25593 -3.24484
Si -0.88912 -3.68239 -1.83371
C -1.54260 -5.45613 -2.13201
C -2.38936 -2.43406 -1.73827
C 0.07363 -3.62742 -0.15139
C 1.47053 -3.90292 -0.29246
C 1.83811 -5.23412 -0.63602
C 3.17782 -5.53408 -0.72423
C 4.09805 -4.50022 -0.58071
C 3.69542 -3.20303 -0.33078
N 2.39058 -2.85650 -0.17148
Si -0.78952 -3.92688 1.46284
C -2.28655 -5.05020 1.27314
C 0.26732 -4.71602 2.78621
C -1.66533 -2.38215 2.21378
H -0.24949 -3.14600 -4.29512
H 0.93323 -4.05257 -3.40508
H 0.89766 -2.36905 -3.16120
H -2.07431 -5.66928 -3.15961
H -2.17918 -5.88785 -1.36771
H -0.60377 -6.03296 -2.14048
H -3.07943 -2.64000 -2.60810
H -2.05504 -1.39242 -1.71289
H -2.99549 -2.58685 -0.84376
H 1.03036 -6.05991 -0.77319
H 3.50232 -6.58459 -0.84462
H 5.12520 -4.64295 -0.79175
H 4.41542 -2.39503 -0.21878
H -2.02494 -6.09348 1.30305
H -2.74245 -4.98737 0.22829
H -3.07557 -4.69947 2.00214
H -0.20035 -4.51654 3.80121
H 1.31300 -4.39548 2.88519
H 0.24638 -5.82502 2.72762
H -1.45841 -1.41021 1.69827
H -1.45667 -2.33248 3.26387
H -2.75890 -2.58673 2.19249
C -3.04234 1.94452 3.16219
Si -2.02814 3.39811 2.54956
C -0.66144 3.77979 3.83137
C -3.21389 4.89608 2.62272
Si -1.42379 2.86455 0.46078
Te 0.35229 1.17702 0.31609
Si -3.26666 2.07632 -0.80149
C -3.68693 0.42109 -0.06798
C -4.59019 3.33019 -0.96035
C -2.57179 1.76397 -2.49748
Si -0.53736 4.67246 -0.78506
C -1.91711 5.86483 -1.09296
C 0.24897 4.10792 -2.41165
C 0.89673 5.37348 0.33404
H -3.98939 1.89721 2.61231
H -3.14478 2.13371 4.27073
H -2.47634 1.01688 3.03091
H -1.03802 3.74393 4.86522
H -0.15242 4.78223 3.70262
H 0.09357 2.96961 3.86987
H -2.60256 5.78501 2.35741
H -3.58913 5.00513 3.65393
H -4.07292 4.71170 1.93397
H -4.39100 0.49918 0.73658
H -2.82460 -0.19187 0.14787
H -4.22214 -0.06608 -0.92050
H -5.58045 2.86105 -0.98517
H -4.42203 3.85950 -1.92800
H -4.56054 4.10936 -0.19276
H -1.73330 1.08269 -2.56318
H -2.32893 2.74991 -2.94975
H -3.35752 1.35855 -3.17762
H -2.86299 5.47929 -1.56264
H -1.53679 6.69657 -1.68714
H -2.16670 6.32907 -0.09113
H 0.99561 4.82702 -2.62427
H -0.52688 4.00711 -3.22036
H 0.75865 3.10410 -2.27099
H 0.58351 5.65693 1.33109
H 1.31095 6.30790 -0.15437
H 1.76834 4.70981 0.50963

Summary:
Orbital gap (alpha / beta) = 5.71 / 4.95 eV
2S+1 = 6
HOMO energy (alpha / beta) = -11.1 / -12.7 eV
Net charge = +2
Energy above the lowest of the compared OMol25 structures with the same formula, charge and spin = 87.1 kJ/mol
Lowest unoccupied orbital energy (alpha / beta) = -5.426 / -7.740 eV
<S²> = 8.79

Results of the Mulliken charge analysis, in e, for atoms 1 through 2: 2.817 -1.656



Record 2
# C29H59N5O22PS5

A cluster of 6 separate species, C29H59N5O22PS5 in total (wB97M-V/def2-TZVPD, OMol25).

Atoms and positions in Å:
C 1.18984 0.27371 7.03370
C 0.46779 -1.13994 7.25324
C -0.32636 -1.66712 5.94245
O -1.40469 -2.28083 6.17474
O 0.16137 -1.39740 4.63306
C 0.13179 -2.58001 3.79068
C -0.02584 -2.04643 2.24678
C -0.59008 -0.55913 2.36172
N -2.02792 -0.48904 2.44909
C -2.20185 0.95627 2.57324
N -3.45066 1.42999 2.68258
C -4.60511 0.45865 2.62735
C -4.89559 -0.02583 1.11046
C -5.58558 -1.46563 1.01793
C -4.52726 -2.69192 1.15629
N -3.57168 -2.70926 -0.01637
N -0.92928 1.62661 2.55170
P -0.60673 3.35838 2.70524
C -1.33745 4.36940 1.28050
C -0.07409 4.82430 0.34841
C -1.05947 4.04042 4.40632
C -2.63209 4.09478 4.73945
N 0.07710 0.70672 2.40177
C 1.55400 0.86658 2.29147
C 2.32399 1.04603 3.68969
C 3.21208 -0.24985 4.00496
C 3.33933 2.30305 3.55312
H 0.54689 1.02858 6.44254
H 2.25536 0.19028 6.60288
H 1.33258 0.76441 8.07067
H 1.15656 -1.93353 7.69632
H -0.36062 -0.95867 8.03582
H -0.74947 -3.27385 3.97650
H 1.13715 -3.11836 3.83358
H 0.96172 -2.12049 1.65461
H -0.85415 -2.67661 1.77209
H -3.62361 2.43791 2.75260
H -4.45366 -0.42625 3.34843
H -5.57508 0.96940 2.98879
H -5.58896 0.71870 0.56335
H -3.91730 -0.05222 0.52695
H -6.01011 -1.56775 -0.04987
H -6.46148 -1.62487 1.73456
H -3.99588 -2.59348 2.16331
H -5.08779 -3.69438 1.10581
H -3.38511 -3.68506 -0.30697
H -2.69363 -2.31307 0.37431
H -2.06544 3.69274 0.69863
H -1.86016 5.30037 1.71173
H -0.18703 4.37357 -0.68950
H 0.88803 4.36423 0.79519
H 0.08836 5.95077 0.35888
H -0.56895 3.38609 5.22419
H -0.64028 5.10032 4.59498
H -3.03486 3.02635 4.75340
H -2.79169 4.50892 5.80176
H -3.17027 4.72550 3.95541
H 1.79461 1.68825 1.53367
H 1.95018 -0.11347 1.82646
H 1.54943 1.30680 4.48181
H 2.68711 -1.05880 4.61090
H 4.11354 0.08829 4.64230
H 3.60923 -0.72759 3.04139
H 3.93725 2.13398 2.58765
H 4.05016 2.34208 4.45395
H 2.75582 3.28441 3.55665
C 1.23230 -4.61586 -2.93432
C 0.21244 -4.78292 -1.81979
O 0.96130 -4.64197 -0.61002
S 2.18141 -3.60376 -0.86005
O 1.77150 -2.30717 -0.38868
O 3.40079 -4.23072 -0.45039
O 2.12304 -3.59429 -2.47888
H 1.81100 -5.53155 -3.08161
H 0.76884 -4.32508 -3.87729
H -0.28604 -5.75136 -1.85376
H -0.53768 -3.98695 -1.84785
C 0.34798 4.08127 -5.31300
C -0.93286 3.33972 -4.96298
O -1.42887 3.99095 -3.79207
S -1.02778 5.56305 -3.85088
O -2.15053 6.29535 -4.35320
O -0.36141 5.90483 -2.63002
O 0.07702 5.45553 -5.03275
H 1.17690 3.76051 -4.67578
H 0.62561 3.95368 -6.35962
H -0.76126 2.28070 -4.77107
H -1.68115 3.44907 -5.75320
C 6.06113 -1.94806 -1.71696
C 4.76830 -1.18870 -1.46545
O 5.12785 0.19215 -1.53937
S 6.33577 0.36643 -2.60907
O 5.76944 0.76683 -3.86309
O 7.40332 1.07742 -1.97528
O 6.74877 -1.19818 -2.71955
H 6.68633 -1.97205 -0.82008
H 5.88071 -2.96734 -2.05975
H 4.33195 -1.42088 -0.49433
H 4.03393 -1.38941 -2.25150
C -8.49604 -0.41815 -2.36188
C -8.92285 -0.15255 -3.79730
O -7.85679 -0.65998 -4.60009
S -7.19030 -1.93622 -3.85164
O -7.75841 -3.12827 -4.40473
O -5.77875 -1.71880 -3.75705
O -7.85147 -1.69215 -2.38927
H -7.76847 0.32476 -2.02234
H -9.34359 -0.43492 -1.67593
H -9.08224 0.90739 -3.99460
H -9.83012 -0.70935 -4.04887
C 8.24663 -1.94039 -7.29235
C 7.41006 -0.98907 -6.45173
O 6.05475 -1.34713 -6.72354
S 5.97742 -2.94061 -7.01488
O 5.58021 -3.60012 -5.80521
O 5.30632 -3.14026 -8.26264
O 7.56474 -3.19471 -7.23174
H 8.27919 -1.61985 -8.33735
H 9.26388 -2.04079 -6.91283
H 7.58990 0.05580 -6.70364
H 7.59191 -1.14180 -5.38402

Summary:
Orbital gap = 8.99 eV
HOMO energy = -11.2 eV
Net charge = +1
Lowest unoccupied orbital energy = -2.211 eV

Results of the Mulliken charge analysis, in e, for atoms 1 through 2: -0.398 -0.490



no.,largest force on an atom (eV Å⁻¹)
1,3.6
2,6.5